17
Properties=species:S:1:pos:R:3:forces:R:3 method="wB97M-V/def2-TZVPD" homo_lumo_gap_ev=10.162 de_lowest_kcal_mol=28.8 total_charge=0 smiles="NC(N)=O.C=CN=C"
N -0.56385 -2.52501 1.75821 0.236 -0.178 -0.372
C -1.08304 -1.98571 0.59841 -0.038 0.285 -0.133
N -2.01228 -0.97648 0.81661 0.052 0.226 -0.147
O -0.75244 -2.34451 -0.50866 0.022 -0.252 -0.142
H -1.17245 -2.53330 2.54892 -0.227 0.008 0.385
H -0.08020 -3.39547 1.59195 0.003 0.107 0.059
H -1.74827 -0.33786 1.55284 -0.114 0.016 0.064
H -2.23646 -0.48609 -0.04454 0.128 -0.182 0.247
C 1.23527 0.61258 -1.87584 0.030 -0.035 0.188
C 1.42223 0.88341 -0.58608 -0.165 -0.248 -0.368
N 0.65374 1.81388 0.13530 0.157 -0.063 0.039
C 0.66918 3.00839 -0.27578 -0.383 -0.245 0.112
H 0.41755 1.04746 -2.43622 0.097 0.192 -0.005
H 1.84688 -0.11926 -2.38212 -0.056 -0.120 0.072
H 2.11551 0.30284 0.00984 0.120 0.117 0.042
H 0.02850 3.71707 0.23526 0.062 0.254 -0.039
H 1.26012 3.31804 -1.13811 0.076 0.119 -0.002